No. 1
Below is a single C5H7NO molecule in a non-equilibrium geometry, with properties calculated with ωB97M-V/def2-TZVPD.

**Maximum force**: 6.73 eV/A
**Electronic energy**: -324.48888 hartree
**SMILES**: C1=C[C@@H]2NC[C@H]2O1
**Highest occupied orbital energy**: -8.7 eV
**Relative energy (zero: lowest compared OMol25 entry of this formula, charge and spin)**: 147.83 kcal/mol
**Frontier orbital gap**: 9.4146 eV
**Total charge**: 0

Positions of all 14 atoms, in Å:
C: 0.76490 -0.45854 1.77271
C: 0.01902 -1.49044 0.98249
C: -0.65509 -0.54962 -0.15642
N: -1.01167 0.05238 -1.59796
C: -0.37087 1.26746 -1.13764
C: 0.44607 0.55027 -0.12065
O: 1.01630 0.78809 1.13495
H: 1.58298 -0.71290 2.54064
H: -0.42049 -2.26847 1.57653
H: -1.51173 0.03209 0.45900
H: -0.33167 -0.59965 -2.09399
H: 0.29244 1.52767 -1.99236
H: -1.07249 1.99509 -0.84940
H: 1.25230 -0.13344 -0.51790

Force components x, y, z for each atom (eV/Å):
C 0.7 -2.8 -2.9
C 1.3 5.1 1.2
C -1.6 4.0 5.2
N 0.8 -4.7 0.8
C 3.1 0.2 -3.0
C 0.5 -3.7 -0.5
O -1.7 -1.4 1.8
H -2.0 0.6 -0.8
H 0.0 -0.7 -0.3
H 1.1 -1.7 -1.1
H -0.8 1.8 -0.3
H -0.6 1.2 0.6
H -0.7 0.9 0.5
H -0.2 1.3 -1.2

***

No. 2
Below is 7 unconnected molecules or ions with the total composition C4H21N2O8 in a non-equilibrium geometry, with properties calculated with ωB97M-V/def2-TZVPD.

**Maximum force**: 1.48 eV/A
**Electronic energy**: -876.51811 hartree
**Highest occupied orbital energy**: -6.5 eV
**Relative energy (zero: lowest compared OMol25 entry of this formula, charge and spin)**: 45.98 kcal/mol
**Frontier orbital gap**: 9.7022 eV
**Total charge**: -1

Positions of all 35 atoms, in Å:
C: -1.63452 -1.26283 -1.01051
N: -1.17253 -2.57316 -0.62610
C: -1.43194 -3.13912 0.56598
O: -1.28568 -4.32576 0.81862
C: -0.51549 -0.23039 -1.09381
N: 0.65769 -0.74500 -1.83068
C: 0.76074 -0.23910 -3.19145
O: 0.75347 1.15583 -3.32250
H: -2.33052 -0.91808 -0.23801
H: -2.18311 -1.27870 -1.95305
H: -0.76410 -3.17774 -1.31973
H: -1.76795 -2.51793 1.41233
H: -0.18620 0.20605 -0.14561
H: -0.75690 0.70788 -1.59351
H: 1.50882 -0.57884 -1.31040
H: -0.13357 -0.58971 -3.72584
H: 1.68854 -0.69051 -3.55878
H: -0.37008 -0.50068 2.09719
H: -0.07259 1.01096 2.20436
O: -0.43076 0.19950 2.76031
H: 0.31449 3.58725 -1.00082
H: 0.77251 1.62692 -2.47369
O: 0.06041 2.66881 -0.87642
H: 0.08484 2.50875 0.15227
H: 0.16224 2.87039 2.23945
O: 0.44555 2.26253 1.55516
H: 3.49572 -0.90902 2.34613
H: 2.71473 -0.40462 1.13463
O: 3.11982 -1.20649 1.51464
H: -2.13674 0.23151 3.05108
H: -3.05214 1.35291 2.80852
O: -3.11450 0.42188 3.05902
H: 1.98993 1.59127 -0.18145
H: 2.12414 1.50412 1.27143
O: 2.68568 1.38116 0.46124

Force components x, y, z for each atom (eV/Å):
C 0.2 1.1 0.6
N -0.4 0.0 0.1
C 0.1 -1.1 0.8
O 0.2 0.0 -0.4
C 1.2 0.7 -0.6
N -0.3 0.1 0.0
C -0.3 -0.6 1.3
O 0.4 0.6 -0.5
H -0.1 -0.1 -0.1
H 0.0 -0.3 0.0
H 0.1 0.0 0.0
H -0.2 0.7 -0.6
H -0.1 -0.8 0.3
H -1.1 -0.3 -0.1
H 0.1 -0.1 -0.1
H 0.4 -0.2 -0.2
H -0.2 0.2 -0.5
H 0.0 -0.2 0.3
H -0.2 0.0 0.6
O 0.3 0.0 -0.7
H 0.0 0.0 0.1
H -0.1 -0.2 0.2
O 0.1 -0.1 -0.3
H 0.2 0.3 -0.1
H 0.0 0.2 0.0
O -0.1 -0.3 0.3
H 0.0 0.0 0.0
H 0.4 -0.1 -0.1
O -0.2 -0.1 0.0
H -0.4 -0.2 0.0
H -0.4 -0.1 0.0
O 0.7 0.3 -0.1
H 0.3 0.2 -0.2
H 0.3 0.5 -0.5
O -0.7 -0.4 0.5

***

Which of these has the lowest relative energy (zero: lowest compared OMol25 entry of this formula, charge and spin)?
C4H21N2O8

***

Copy entry 1 word for word.
Below is a single C5H7NO molecule in a non-equilibrium geometry, with properties calculated with ωB97M-V/def2-TZVPD.

**Maximum force**: 6.73 eV/A
**Electronic energy**: -324.48888 hartree
**SMILES**: C1=C[C@@H]2NC[C@H]2O1
**Highest occupied orbital energy**: -8.7 eV
**Relative energy (zero: lowest compared OMol25 entry of this formula, charge and spin)**: 147.83 kcal/mol
**Frontier orbital gap**: 9.4146 eV
**Total charge**: 0

Positions of all 14 atoms, in Å:
C: 0.76490 -0.45854 1.77271
C: 0.01902 -1.49044 0.98249
C: -0.65509 -0.54962 -0.15642
N: -1.01167 0.05238 -1.59796
C: -0.37087 1.26746 -1.13764
C: 0.44607 0.55027 -0.12065
O: 1.01630 0.78809 1.13495
H: 1.58298 -0.71290 2.54064
H: -0.42049 -2.26847 1.57653
H: -1.51173 0.03209 0.45900
H: -0.33167 -0.59965 -2.09399
H: 0.29244 1.52767 -1.99236
H: -1.07249 1.99509 -0.84940
H: 1.25230 -0.13344 -0.51790

Force components x, y, z for each atom (eV/Å):
C 0.7 -2.8 -2.9
C 1.3 5.1 1.2
C -1.6 4.0 5.2
N 0.8 -4.7 0.8
C 3.1 0.2 -3.0
C 0.5 -3.7 -0.5
O -1.7 -1.4 1.8
H -2.0 0.6 -0.8
H 0.0 -0.7 -0.3
H 1.1 -1.7 -1.1
H -0.8 1.8 -0.3
H -0.6 1.2 0.6
H -0.7 0.9 0.5
H -0.2 1.3 -1.2

***

Repeat the second record exactly.
Below is 7 unconnected molecules or ions with the total composition C4H21N2O8 in a non-equilibrium geometry, with properties calculated with ωB97M-V/def2-TZVPD.

**Maximum force**: 1.48 eV/A
**Electronic energy**: -876.51811 hartree
**Highest occupied orbital energy**: -6.5 eV
**Relative energy (zero: lowest compared OMol25 entry of this formula, charge and spin)**: 45.98 kcal/mol
**Frontier orbital gap**: 9.7022 eV
**Total charge**: -1

Positions of all 35 atoms, in Å:
C: -1.63452 -1.26283 -1.01051
N: -1.17253 -2.57316 -0.62610
C: -1.43194 -3.13912 0.56598
O: -1.28568 -4.32576 0.81862
C: -0.51549 -0.23039 -1.09381
N: 0.65769 -0.74500 -1.83068
C: 0.76074 -0.23910 -3.19145
O: 0.75347 1.15583 -3.32250
H: -2.33052 -0.91808 -0.23801
H: -2.18311 -1.27870 -1.95305
H: -0.76410 -3.17774 -1.31973
H: -1.76795 -2.51793 1.41233
H: -0.18620 0.20605 -0.14561
H: -0.75690 0.70788 -1.59351
H: 1.50882 -0.57884 -1.31040
H: -0.13357 -0.58971 -3.72584
H: 1.68854 -0.69051 -3.55878
H: -0.37008 -0.50068 2.09719
H: -0.07259 1.01096 2.20436
O: -0.43076 0.19950 2.76031
H: 0.31449 3.58725 -1.00082
H: 0.77251 1.62692 -2.47369
O: 0.06041 2.66881 -0.87642
H: 0.08484 2.50875 0.15227
H: 0.16224 2.87039 2.23945
O: 0.44555 2.26253 1.55516
H: 3.49572 -0.90902 2.34613
H: 2.71473 -0.40462 1.13463
O: 3.11982 -1.20649 1.51464
H: -2.13674 0.23151 3.05108
H: -3.05214 1.35291 2.80852
O: -3.11450 0.42188 3.05902
H: 1.98993 1.59127 -0.18145
H: 2.12414 1.50412 1.27143
O: 2.68568 1.38116 0.46124

Force components x, y, z for each atom (eV/Å):
C 0.2 1.1 0.6
N -0.4 0.0 0.1
C 0.1 -1.1 0.8
O 0.2 0.0 -0.4
C 1.2 0.7 -0.6
N -0.3 0.1 0.0
C -0.3 -0.6 1.3
O 0.4 0.6 -0.5
H -0.1 -0.1 -0.1
H 0.0 -0.3 0.0
H 0.1 0.0 0.0
H -0.2 0.7 -0.6
H -0.1 -0.8 0.3
H -1.1 -0.3 -0.1
H 0.1 -0.1 -0.1
H 0.4 -0.2 -0.2
H -0.2 0.2 -0.5
H 0.0 -0.2 0.3
H -0.2 0.0 0.6
O 0.3 0.0 -0.7
H 0.0 0.0 0.1
H -0.1 -0.2 0.2
O 0.1 -0.1 -0.3
H 0.2 0.3 -0.1
H 0.0 0.2 0.0
O -0.1 -0.3 0.3
H 0.0 0.0 0.0
H 0.4 -0.1 -0.1
O -0.2 -0.1 0.0
H -0.4 -0.2 0.0
H -0.4 -0.1 0.0
O 0.7 0.3 -0.1
H 0.3 0.2 -0.2
H 0.3 0.5 -0.5
O -0.7 -0.4 0.5

***

Copy entry 1 word for word.
Below is a single C5H7NO molecule in a non-equilibrium geometry, with properties calculated with ωB97M-V/def2-TZVPD.

**Maximum force**: 6.73 eV/A
**Electronic energy**: -324.48888 hartree
**SMILES**: C1=C[C@@H]2NC[C@H]2O1
**Highest occupied orbital energy**: -8.7 eV
**Relative energy (zero: lowest compared OMol25 entry of this formula, charge and spin)**: 147.83 kcal/mol
**Frontier orbital gap**: 9.4146 eV
**Total charge**: 0

Positions of all 14 atoms, in Å:
C: 0.76490 -0.45854 1.77271
C: 0.01902 -1.49044 0.98249
C: -0.65509 -0.54962 -0.15642
N: -1.01167 0.05238 -1.59796
C: -0.37087 1.26746 -1.13764
C: 0.44607 0.55027 -0.12065
O: 1.01630 0.78809 1.13495
H: 1.58298 -0.71290 2.54064
H: -0.42049 -2.26847 1.57653
H: -1.51173 0.03209 0.45900
H: -0.33167 -0.59965 -2.09399
H: 0.29244 1.52767 -1.99236
H: -1.07249 1.99509 -0.84940
H: 1.25230 -0.13344 -0.51790

Force components x, y, z for each atom (eV/Å):
C 0.7 -2.8 -2.9
C 1.3 5.1 1.2
C -1.6 4.0 5.2
N 0.8 -4.7 0.8
C 3.1 0.2 -3.0
C 0.5 -3.7 -0.5
O -1.7 -1.4 1.8
H -2.0 0.6 -0.8
H 0.0 -0.7 -0.3
H 1.1 -1.7 -1.1
H -0.8 1.8 -0.3
H -0.6 1.2 0.6
H -0.7 0.9 0.5
H -0.2 1.3 -1.2